No. 1
Molecular formula: C26H60N9O5P2
Method: DFT, ωB97M-V/def2-TZVPD

spin multiplicity: 1
gap between HOMO and LUMO: 0.19191 Ha
E_LUMO: -4.18 eV
strongest force on any atom: 0.1435 hartree/bohr
energy: -2577.9822 a.u.
relative energy (zero: lowest compared OMol25 entry of this formula, charge and spin): 56.6 kcal per mole
net charge: +1

Atoms and positions in Å:
P1 0.794 5.815 -2.161
P2 3.016 0.379 1.863
O1 -3.648 -2.456 -2.761
O2 2.563 0.170 0.414
O3 -4.791 -2.929 -0.908
O4 -4.632 -5.658 0.575
O5 1.501 5.133 -1.005
N1 -0.612 -5.767 -0.705
N2 1.077 7.456 -1.684
N3 -0.789 5.206 -1.804
N4 -2.112 -7.544 -0.248
N5 4.403 -0.655 1.756
N6 3.353 0.537 3.554
N7 3.363 2.065 1.671
N8 -0.845 -2.300 -1.767
N9 0.196 6.352 -3.686
C1 -0.522 -8.063 1.694
C2 -0.843 3.829 -1.330
C3 -0.320 -1.581 -0.549
C4 4.360 2.530 0.718
C5 -2.602 -4.000 -1.340
C6 -0.288 -4.516 -1.058
C7 -1.242 -3.594 -1.402
C8 -0.084 7.714 -4.108
C9 2.133 2.841 1.496
C10 -5.710 -7.195 2.065
C11 -2.597 -0.684 0.205
C12 0.535 7.980 -0.441
C13 -3.723 -3.061 -1.709
C14 -2.893 -5.305 -0.932
C15 -0.256 5.337 -4.627
C16 -1.883 -6.192 -0.633
C17 -1.855 5.979 -1.213
C18 3.909 1.681 4.256
C19 3.241 -0.659 4.378
C20 -1.950 -7.609 1.246
C21 -1.141 -0.312 -0.199
C22 4.203 -1.906 1.037
C23 5.763 -0.198 1.589
C24 2.496 7.801 -1.776
C25 -4.324 -5.809 -0.797
C26 -5.922 -6.203 0.898
H1 -1.688 6.164 -0.144
H2 -0.637 3.754 -0.253
H3 -1.829 3.396 -1.526
H4 5.369 2.305 1.062
H5 0.758 7.345 0.426
H6 0.125 -6.419 -0.460
H7 4.222 2.114 -0.286
H8 -1.666 -1.820 -2.123
H9 -0.577 -8.830 2.474
H10 -0.042 -7.201 2.182
H11 -2.809 5.452 -1.313
H12 5.955 0.161 0.570
H13 -0.116 3.209 -1.855
H14 -1.096 0.459 -0.981
H15 0.804 8.342 -4.081
H16 -1.994 6.933 -1.726
H17 4.329 3.618 0.640
H18 3.281 2.564 4.161
H19 1.381 2.534 2.234
H20 0.109 4.349 -4.344
H21 4.935 -2.652 1.357
H22 2.913 7.449 -2.725
H23 -5.147 -8.070 1.712
H24 -6.646 -7.461 2.563
H25 0.722 -1.259 -0.699
H26 -0.861 8.175 -3.494
H27 -6.503 -5.372 1.326
H28 6.015 0.588 2.302
H29 6.465 -1.012 1.792
H30 2.705 -0.454 5.308
H31 -1.349 5.297 -4.659
H32 -6.439 -6.658 0.047
H33 1.703 2.708 0.498
H34 4.289 -1.775 -0.051
H35 0.104 -8.413 0.862
H36 -1.348 -8.065 -0.676
H37 -2.121 -6.597 1.630
H38 4.912 1.922 3.900
H39 -0.316 -2.226 0.342
H40 3.215 -2.320 1.249
H41 -2.962 -0.153 1.086
H42 0.119 5.534 -5.635
H43 2.320 3.904 1.657
H44 0.935 8.976 -0.243
H45 -3.293 -0.567 -0.637
H46 -0.432 7.732 -5.144
H47 -0.543 8.122 -0.509
H48 -5.034 -6.678 2.761
H49 -4.411 -6.853 -1.131
H50 -5.560 -2.698 -1.451
H51 -4.998 -5.213 -1.431
H52 3.081 7.353 -0.964
H53 -0.681 0.152 0.685
H54 -2.602 -1.765 0.427
H55 2.684 -1.441 3.860
H56 4.231 -1.056 4.622
H57 0.774 -4.283 -1.054
H58 3.980 1.479 5.328
H59 -2.685 -8.272 1.711
H60 2.629 8.884 -1.752

Forces on atoms 1 to 2 (eV/Å):
P -4.21 3.58 3.53
P 6.37 3.06 -2.13

No. 2
Molecular formula: C26H60O16S7
Method: DFT, ωB97M-V/def2-TZVPD

spin multiplicity: 1
gap between HOMO and LUMO: 0.31472 Ha
E_LUMO: -0.18 eV
strongest force on any atom: 0.0397 hartree/bohr
energy: -5017.6136 a.u.
relative energy (zero: lowest compared OMol25 entry of this formula, charge and spin): 12.7 kcal per mole
net charge: 0

Atoms and positions in Å:
S1 4.710 -0.945 0.479
S2 -0.931 -0.632 -0.311
S3 -1.521 -6.274 -0.163
S4 -2.347 5.995 -2.030
S5 2.606 1.681 -3.535
S6 2.718 4.775 3.286
S7 1.842 -3.450 3.156
O1 2.812 6.264 3.530
O2 1.629 -0.252 3.753
O3 0.571 -3.914 3.785
O4 2.789 1.866 -2.057
O5 -7.424 -0.492 -0.210
O6 -2.988 7.348 -2.141
O7 -0.349 -6.316 0.785
O8 3.767 -1.943 1.090
O9 -3.233 -2.282 -5.257
O10 -1.072 -1.005 -1.768
O11 -4.930 -1.504 -6.492
O12 -8.007 0.508 -2.118
O13 2.009 1.707 4.660
O14 -5.840 0.112 -1.655
O15 -0.023 1.286 3.800
O16 -3.612 -0.093 -5.364
C1 -0.918 6.263 -0.935
C2 -6.203 -0.932 0.399
C3 -3.274 5.047 -0.803
C4 -7.165 0.103 -1.401
C5 1.108 0.976 3.988
C6 3.926 4.419 1.999
C7 1.202 4.487 2.328
C8 2.046 -4.485 1.671
C9 -1.885 -4.524 -0.426
C10 -2.239 -1.715 -4.403
C11 3.879 1.356 6.073
C12 4.356 -0.985 -1.307
C13 3.909 0.653 0.753
C14 -0.886 -2.311 -4.758
C15 -2.943 -6.700 0.865
C16 -5.130 -0.550 -0.624
C17 -4.134 0.419 -0.028
C18 3.314 1.066 4.703
C19 0.960 2.387 -3.872
C20 0.591 -1.431 0.260
C21 -4.020 -1.327 -5.748
C22 -2.352 -0.220 -4.703
C23 -0.244 1.058 -0.298
C24 3.300 -4.129 4.011
C25 2.935 -0.368 4.331
C26 2.093 -0.039 -3.857
H1 3.733 5.006 1.101
H2 4.790 -1.902 -1.708
H3 0.402 -2.493 0.410
H4 -2.138 -4.023 0.512
H5 2.884 -0.756 -3.654
H6 1.110 -4.471 1.116
H7 -4.281 4.940 -1.211
H8 0.222 2.082 -3.123
H9 -2.827 4.055 -0.714
H10 0.369 4.592 3.022
H11 1.746 -0.120 -4.886
H12 1.277 -0.310 -3.181
H13 -2.727 -4.334 -1.094
H14 0.090 1.275 0.718
H15 -0.205 -2.124 -3.929
H16 -0.138 6.837 -1.434
H17 2.236 -5.519 1.956
H18 4.963 4.543 2.304
H19 0.906 3.469 -3.744
H20 2.825 -1.056 5.176
H21 -1.001 -4.037 -0.837
H22 -2.324 0.340 -3.767
H23 4.176 -3.729 3.495
H24 -3.411 0.825 -0.742
H25 0.671 1.049 -0.899
H26 4.032 2.426 6.213
H27 -2.966 -6.132 1.793
H28 1.319 -1.431 -0.551
H29 -6.306 -2.006 0.558
H30 1.196 5.217 1.521
H31 -0.940 -3.389 -4.906
H32 4.457 1.311 0.074
H33 3.416 -0.842 3.468
H34 -2.797 -7.750 1.117
H35 -3.874 -6.611 0.304
H36 -3.385 5.494 0.184
H37 -6.092 -0.463 1.377
H38 4.883 0.929 6.145
H39 -1.542 0.192 -5.312
H40 3.859 3.363 1.712
H41 -0.940 1.774 -0.725
H42 0.606 2.081 -4.855
H43 2.830 0.668 0.629
H44 3.453 -5.213 3.991
H45 3.286 -0.922 -1.454
H46 4.908 -0.179 -1.793
H47 1.114 3.446 2.010
H48 3.226 0.985 6.858
H49 -4.688 1.322 0.254
H50 3.860 1.521 3.871
H51 -1.190 6.789 -0.020
H52 3.292 -3.868 5.069
H53 -4.664 -1.467 -0.988
H54 -2.435 -1.813 -3.336
H55 4.126 0.999 1.766
H56 -3.546 0.108 0.833
H57 -0.523 -1.860 -5.683
H58 0.923 -0.929 1.166
H59 2.842 -4.155 1.006
H60 -0.493 5.304 -0.624

Forces on atoms 1 to 2 (eV/Å):
S -1.49 0.02 -0.15
S 0.65 0.14 -0.41

No. 3
Molecular formula: C26H61Br2FN6O7S
Method: DFT, ωB97M-V/def2-TZVPD

spin multiplicity: 1
gap between HOMO and LUMO: 0.34397 Ha
E_LUMO: 0.40 eV
strongest force on any atom: 0.0585 hartree/bohr
energy: -7528.3038 a.u.
net charge: 0

Atoms and positions in Å:
Br1 -4.223 3.951 2.383
Br2 -1.080 3.392 1.969
S1 -1.099 6.888 -0.118
F1 0.297 7.273 -0.679
O1 -2.332 -6.834 -0.928
O2 7.711 5.268 2.718
O3 -1.252 7.208 1.249
O4 -3.919 0.212 2.501
O5 -1.240 -5.412 -5.191
O6 -2.044 7.549 -0.935
O7 5.203 0.405 5.048
N1 -1.322 5.216 -0.317
N2 4.703 2.946 3.803
N3 -3.819 -4.456 -0.315
N4 -5.670 -0.427 0.317
N5 5.105 5.204 1.509
N6 -1.759 -3.449 -7.225
C1 -0.172 -4.662 -5.741
C2 2.138 4.854 0.429
C3 -3.874 -1.075 1.911
C4 2.529 2.002 4.278
C5 4.526 0.466 3.806
C6 -3.681 -4.898 -1.708
C7 1.124 4.692 -0.178
C8 -0.445 -4.093 -7.142
C9 -0.162 4.511 -0.892
C10 -3.108 -7.991 -1.176
C11 4.382 0.099 6.161
C12 -4.138 5.628 0.039
C13 -3.281 4.775 0.930
C14 -4.526 0.256 3.779
C15 8.403 4.033 2.757
C16 -4.993 -5.535 -2.153
C17 -5.163 -1.494 1.189
C18 6.544 3.842 0.096
C19 6.307 5.236 0.668
C20 -1.297 -6.761 -5.617
C21 3.832 1.807 3.523
C22 -1.983 4.583 0.759
C23 -6.277 -1.930 2.134
C24 -0.335 -5.132 -8.254
C25 -2.460 -5.809 -1.900
C26 7.518 5.805 1.423
H1 -4.115 1.112 4.316
H2 -1.799 -2.691 -6.548
H3 5.012 -0.369 6.918
H4 -3.075 -1.022 1.164
H5 -4.916 -2.356 0.563
H6 0.317 -3.332 -7.334
H7 -2.447 -4.115 -6.883
H8 -2.978 -3.948 -0.049
H9 1.902 1.109 4.211
H10 -4.959 -0.203 -0.374
H11 -0.009 4.850 -1.917
H12 -2.613 -8.833 -0.691
H13 5.531 2.866 3.218
H14 -3.939 5.409 -1.006
H15 -5.604 0.414 3.684
H16 4.893 6.152 1.814
H17 7.346 6.874 1.575
H18 2.669 2.239 5.333
H19 5.066 2.838 4.747
H20 7.510 3.783 -0.410
H21 3.589 1.825 2.456
H22 -1.800 -7.336 -4.838
H23 8.889 3.957 3.730
H24 -1.890 -6.856 -6.530
H25 0.564 -5.740 -8.136
H26 3.580 -0.595 5.897
H27 -0.378 3.447 -0.938
H28 -4.885 -6.014 -3.129
H29 -6.753 -1.086 2.633
H30 6.513 3.067 0.864
H31 -0.300 -7.183 -5.772
H32 9.168 3.970 1.979
H33 0.759 -5.243 -5.718
H34 5.351 4.724 2.374
H35 7.709 3.193 2.668
H36 -1.197 -5.798 -8.284
H37 -4.327 -0.648 4.360
H38 -3.794 -5.286 0.271
H39 5.771 3.598 -0.633
H40 -0.030 -3.818 -5.059
H41 -5.770 -4.775 -2.240
H42 -3.936 6.671 0.285
H43 -7.056 -2.454 1.580
H44 3.962 1.009 6.596
H45 -3.189 -8.206 -2.246
H46 5.300 0.321 3.047
H47 -3.523 -4.012 -2.330
H48 -3.565 -1.827 2.648
H49 -5.736 0.420 0.877
H50 1.979 2.832 3.832
H51 -2.431 -6.230 -2.911
H52 -1.562 -5.195 -1.793
H53 -5.898 -2.612 2.900
H54 -5.184 5.473 0.291
H55 -0.278 -4.640 -9.224
H56 3.826 -0.374 3.706
H57 -5.354 -6.280 -1.444
H58 2.979 5.056 1.074
H59 6.111 5.903 -0.177
H60 8.437 5.716 0.829
H61 -4.103 -7.895 -0.737

Forces on atoms 1 to 2 (eV/Å):
Br 0.20 0.38 -0.45
Br 0.39 0.46 -0.56

No. 4
Molecular formula: C26H61N7O22
Method: DFT, ωB97M-V/def2-TZVPD

spin multiplicity: 2
gap between HOMO and LUMO (spin up / spin down): 0.16188 / 0.14180 Ha
E_LUMO (spin up / spin down): -7.92 / -8.47 eV
strongest force on any atom: 0.1695 hartree/bohr
⟨S²⟩: 0.757
energy: -3064.6169 a.u.
net charge: +3

Atoms and positions in Å:
O1 1.439 -4.470 2.219
O2 -3.895 -3.278 -2.524
O3 0.548 1.047 -4.752
O4 -2.199 -2.728 2.498
O5 1.879 1.205 -3.049
O6 0.047 -0.387 0.830
O7 2.607 1.355 -5.042
O8 3.495 -1.985 -2.765
O9 -1.089 -4.467 -1.855
O10 -0.748 -1.468 3.606
O11 -2.589 -2.189 4.591
O12 2.156 -3.286 3.833
O13 1.462 -2.411 1.847
O14 -4.186 3.401 0.701
O15 2.090 2.271 0.207
O16 -2.750 3.842 -1.735
O17 -0.846 0.348 -1.149
O18 1.728 -2.289 -4.001
O19 3.811 0.179 6.329
O20 0.662 -1.308 -1.110
O21 3.824 -2.717 -4.743
O22 -0.494 5.591 0.713
N1 -0.155 5.314 3.096
N2 -2.986 -2.374 -4.534
N3 -4.331 1.119 1.027
N4 -2.438 1.975 -3.073
N5 4.332 1.470 0.212
N6 0.957 -3.901 -0.652
N7 2.261 -0.709 4.675
C1 1.878 -4.937 -1.364
C2 -1.995 3.302 -2.499
C3 3.637 -0.678 5.422
C4 -5.088 -3.696 -4.609
C5 -0.276 4.792 1.600
C6 1.739 -3.360 2.600
C7 -4.053 -3.063 -3.702
C8 -4.757 2.816 3.001
C9 -1.285 -5.144 0.493
C10 -2.910 0.495 1.320
C11 -0.553 3.598 -2.469
C12 4.690 -1.706 5.046
C13 -0.545 -4.408 -0.759
C14 3.026 -2.340 -3.864
C15 -0.070 -0.442 -0.547
C16 3.745 3.807 -0.743
C17 1.185 5.980 3.454
C18 -1.935 -1.739 -3.652
C19 -1.858 -2.153 3.542
C20 -4.495 2.559 1.540
C21 1.675 1.175 -4.287
C22 3.873 -0.054 -0.118
C23 2.446 0.076 3.385
C24 -2.497 1.969 -4.633
C25 -0.351 3.216 1.570
C26 3.277 2.572 -0.069
H1 3.922 3.632 -1.804
H2 -2.810 -0.530 0.962
H3 -0.277 4.549 -2.014
H4 -0.027 3.575 -3.423
H5 4.626 4.160 -0.207
H6 -5.650 -3.022 -5.256
H7 -1.482 -0.982 -4.292
H8 -2.487 -2.972 -5.178
H9 -3.537 2.209 -4.856
H10 4.763 1.310 1.111
H11 -0.520 -1.604 2.684
H12 -2.855 0.563 2.407
H13 -1.803 2.660 -5.111
H14 1.005 -3.837 0.355
H15 -2.196 1.144 0.812
H16 3.236 -0.461 2.860
H17 5.618 -1.449 5.557
H18 -1.256 3.035 2.149
H19 -0.350 4.477 3.628
H20 -5.719 2.367 3.249
H21 -1.840 1.231 -2.744
H22 5.000 -1.831 4.009
H23 -5.701 -4.208 -3.868
H24 -4.826 3.867 3.280
H25 -3.970 2.458 3.664
H26 -0.773 -5.055 1.451
H27 5.088 1.682 -0.424
H28 0.582 -1.161 1.022
H29 0.949 1.034 -2.880
H30 1.460 -0.270 5.106
H31 2.019 -1.659 4.429
H32 2.033 5.328 3.248
H33 2.538 1.049 3.867
H34 1.555 -5.182 -2.376
H35 -1.265 -2.530 -3.315
H36 2.035 -4.226 3.681
H37 -0.087 2.745 -1.976
H38 -4.532 -4.378 -5.252
H39 1.079 -2.965 -1.009
H40 2.746 -4.286 -1.467
H41 -2.365 -4.995 0.486
H42 0.521 2.676 1.938
H43 2.933 4.531 -0.669
H44 -3.388 -1.712 -5.183
H45 4.389 -2.713 5.333
H46 3.219 -0.465 0.651
H47 -5.066 0.522 1.377
H48 3.295 0.068 -1.034
H49 1.574 0.095 2.733
H50 -0.564 2.733 0.617
H51 1.946 -5.756 -0.647
H52 4.684 -0.774 -0.219
H53 1.615 -1.999 -3.093
H54 -0.905 5.981 3.201
H55 -2.293 -1.319 -2.712
H56 -3.340 1.743 -2.684
H57 -2.377 0.916 -4.889
H58 -4.524 1.194 0.038
H59 -1.078 -6.195 0.296
H60 1.195 6.881 2.840
H61 1.142 6.336 4.483

Forces on atoms 1 to 2 (eV/Å):
O 0.22 -4.16 -0.43
O 0.01 1.46 -2.71

- The highest strongest force on any atom belongs to which entry?
  C26H61N7O22